Entry 1:
The following is a quantum chemistry calculation of 7 unconnected molecules or ions with the total composition C3H23N2O6 at a distorted geometry, from the Open Molecules 2025 dataset.

For the orbital gap, the calculation gives 10.493 eV. The lowest unoccupied orbital energy is -2.650 eV. For the largest force on an atom, the calculation gives 1.68 eV/Å.

The geometry in ORCA input format:
```
! wB97M-V def2-TZVPD RIJCOSX def2/J DEFGRID3
* xyz 1 1
N 1.1404 0.2542 -0.8895
C 2.1950 1.0079 -0.0858
C 3.3082 0.0571 0.3056
C 1.5602 1.7088 1.0915
N 0.3059 2.3381 0.6668
H 0.1958 0.4799 -0.5445
H 1.3239 -0.7470 -0.9105
H 1.1636 0.5116 -1.8783
H 2.6599 1.7241 -0.7703
H 4.2312 0.1364 -0.2680
H 3.0851 -1.0128 0.2068
H 3.7183 0.3822 1.2663
H 1.3933 1.1011 1.9731
H 2.2562 2.5092 1.4122
H -0.4969 2.1433 1.2517
H 0.3222 3.3495 0.7437
H 0.5745 -1.5960 -2.8881
H 0.1999 -0.7791 -4.0346
O 0.8712 -0.7847 -3.3472
H -1.2193 -1.1740 2.4173
H -0.9238 -1.8651 3.6609
O -1.4534 -2.0071 2.8642
H -4.2179 -0.6616 -0.9280
H -3.6507 -1.5934 0.0900
O -3.3926 -1.1075 -0.7032
H -1.6099 -1.0715 0.1563
H -1.9045 0.3727 0.7214
O -1.2043 -0.2855 0.5070
H -3.4756 1.8805 1.5383
H -3.0606 2.3375 0.1702
O -2.7181 1.8713 0.9381
H -0.0552 -3.8390 -1.7585
H -0.9283 -2.7584 -1.1888
O -0.1934 -2.8826 -1.7859
*
```

***

Entry 2:
The following is a quantum chemistry calculation of a molecular structure, C35H31BrN7O2PtSe, from the Open Molecules 2025 dataset.

For the orbital gap, the calculation gives 6.733 eV. The lowest unoccupied orbital energy is -2.907 eV. For the largest force on an atom, the calculation gives 0.58 eV/Å.

The geometry in ORCA input format:
```
! wB97M-V def2-TZVPD RIJCOSX def2/J DEFGRID3
* xyz 1 1
Pt 0.4454 -0.0506 0.8441
O 2.9048 -3.0647 -3.2156
C 3.6354 -2.5798 -2.1596
C 4.8861 -3.1450 -1.9509
C 5.6540 -2.7376 -0.8739
C 5.1835 -1.7603 -0.0047
C 3.9364 -1.1995 -0.2215
C 3.1460 -1.6020 -1.2944
C 1.7402 -1.0531 -1.4596
O 1.5759 0.1482 -0.7886
N 0.7524 -2.0854 -0.9938
N 0.4275 -1.9444 0.3268
C 0.1601 -2.9233 1.1040
C -0.2573 -2.7065 2.4786
Br -0.4572 -0.8602 3.0043
C -0.5238 -3.6828 3.3421
C -0.9122 -3.5490 4.7560
C -2.0678 -4.1820 5.2108
C -2.4479 -4.0657 6.5376
C -1.6651 -3.3392 7.4246
C -0.4997 -2.7289 6.9829
C -0.1240 -2.8299 5.6526
H 2.2159 -2.4448 -3.4749
H 5.2370 -3.8983 -2.6438
H 6.6273 -3.1832 -0.7158
H 5.7848 -1.4400 0.8369
H 3.5524 -0.4364 0.4451
H 1.4868 -0.8912 -2.5165
H 1.0453 -3.0345 -1.2112
H 0.2345 -3.9465 0.7483
H -0.4570 -4.6917 2.9414
H -2.6734 -4.7572 4.5211
H -3.3521 -4.5495 6.8820
H -1.9576 -3.2587 8.4630
H 0.1232 -2.1806 7.6772
H 0.7973 -2.3714 5.3146
C 0.3781 3.7807 2.7041
C -0.0244 2.6022 2.1201
N 0.7912 1.9108 1.3054
C 2.0089 2.3797 1.0385
C 2.5043 3.5375 1.6180
C 1.6672 4.2489 2.4632
C 3.9061 3.9483 1.3685
C 5.0069 3.2779 1.7086
C 5.1285 1.9829 2.4066
C 6.3764 1.5669 2.8556
C 6.4474 0.3461 3.5042
N 5.3792 -0.4242 3.6928
C 4.2350 0.0590 3.2224
N 4.0500 1.2134 2.5978
H -0.3025 4.3168 3.3496
H -1.0141 2.1884 2.2636
H 2.6078 1.7825 0.3647
H 2.0191 5.1544 2.9410
H 4.0399 4.9018 0.8678
H 5.9577 3.7408 1.4690
H 7.2597 2.1722 2.7052
H 7.3912 -0.0301 3.8821
H 3.3527 -0.5592 3.3555
C -3.8688 1.5561 -3.1096
N -2.4767 1.8859 -2.8765
C -1.7314 1.4871 -1.8199
Se -2.2523 0.4110 -0.4279
N -0.4941 2.0017 -1.9970
C -0.4277 2.7309 -3.1755
C 0.6002 3.4217 -3.7943
C 0.2996 4.0514 -4.9925
C -0.9802 3.9893 -5.5487
C -2.0058 3.2918 -4.9290
C -1.7009 2.6627 -3.7334
H -4.2278 0.9734 -2.2666
H -3.9644 0.9719 -4.0243
H -4.4549 2.4702 -3.1982
H 0.2724 1.7551 -1.3902
H 1.5922 3.4690 -3.3652
H 1.0733 4.6028 -5.5090
H -1.1744 4.4944 -6.4850
H -2.9952 3.2404 -5.3627
*
```